A single C23H25NO7S molecule in a non-equilibrium geometry, computed with ωB97M-V/def2-TZVPD.

As for the lowest unoccupied orbital energy: 0.56 eV. The total energy comes out at -1871.02768 Ha. As for the SMILES: COc1ccc(S(=O)(=O)Cc2ccc(C(=O)NCCc3cc(OC)ccc3OC)o2)cc1. The calculation puts the HOMO-LUMO gap at 8.603 eV.

Last column: Mulliken charge in e.
Positions of all 57 atoms, in Å:
1 C -4.525 -2.844 -0.373  -0.599
2 O -4.960 -1.507 -0.197  -0.449
3 C -4.081 -0.512 -0.413  0.335
4 C -2.825 -0.678 -0.999  -0.231
5 C -1.963 0.398 -1.090  -0.031
6 C -2.351 1.636 -0.617  -0.285
7 S -1.148 2.952 -0.505  1.344
8 O 0.019 2.588 -1.269  -0.597
9 O -1.762 4.218 -0.796  -0.753
10 C -0.656 2.987 1.305  -0.958
11 C -1.072 1.706 1.890  0.390
12 C -2.088 1.351 2.736  -0.828
13 C -2.155 -0.060 2.710  -0.730
14 C -1.175 -0.477 1.850  0.816
15 C -0.891 -1.787 1.227  -0.224
16 O -1.615 -2.759 1.363  -0.720
17 N 0.204 -1.742 0.448  0.376
18 C 0.603 -2.745 -0.507  -0.672
19 C 2.133 -2.779 -0.643  -1.326
20 C 2.749 -1.407 -0.541  1.068
21 C 3.645 -1.133 0.473  -0.713
22 C 4.224 0.127 0.626  0.409
23 O 5.100 0.257 1.667  -0.442
24 C 5.734 1.498 1.850  -0.841
25 C 3.871 1.134 -0.258  -0.873
26 C 2.971 0.877 -1.281  -0.627
27 C 2.407 -0.380 -1.440  0.818
28 O 1.513 -0.698 -2.426  -0.360
29 C 1.194 0.294 -3.378  -0.946
30 O -0.505 0.601 1.368  -0.195
31 C -3.618 1.833 -0.094  -0.505
32 C -4.484 0.767 -0.002  -0.812
33 H -3.621 -3.043 0.209  0.199
34 H -4.349 -3.069 -1.429  0.314
35 H -5.341 -3.464 -0.007  0.268
36 H -2.507 -1.644 -1.354  0.427
37 H -0.977 0.284 -1.509  0.413
38 H -1.152 3.837 1.758  0.409
39 H 0.423 3.117 1.285  0.434
40 H -2.709 2.014 3.302  0.520
41 H -2.838 -0.688 3.243  0.607
42 H 0.698 -0.863 0.374  0.077
43 H 0.216 -3.708 -0.168  0.538
44 H 0.160 -2.509 -1.481  0.252
45 H 2.378 -3.221 -1.610  0.384
46 H 2.558 -3.406 0.141  0.351
47 H 3.921 -1.904 1.176  0.410
48 H 5.012 2.293 2.067  0.323
49 H 6.330 1.778 0.976  0.343
50 H 6.393 1.369 2.707  0.243
51 H 4.282 2.127 -0.172  0.417
52 H 2.701 1.686 -1.938  0.329
53 H 2.076 0.581 -3.959  0.379
54 H 0.763 1.183 -2.907  0.305
55 H 0.461 -0.163 -4.041  0.253
56 H -3.901 2.819 0.239  0.515
57 H -5.471 0.881 0.415  0.452